No. 1
{
  "formula": "C3H15NO3S",
  "method": "the ωB97M-V functional and the def2-TZVPD basis",
  "elements": ["C", "C", "C", "S", "N", "H", "H", "H", "H", "H", "H", "H", "H", "H", "H", "H", "O", "H", "H", "O", "H", "H", "O"],
  "coordinates": [[2.38, 1.24, -2.11], [2.08, 0.65, -0.74], [2.64, 1.54, 0.48], [1.45, 2.72, 1.08], [0.71, 0.27, -0.41], [3.00, 2.13, -2.00], [2.96, 0.55, -2.73], [1.44, 1.53, -2.59], [2.62, -0.30, -0.63], [3.34, 2.15, -0.11], [3.17, 0.97, 1.24], [0.29, 2.16, 0.71], [0.73, -0.30, 0.43], [0.05, -0.16, -1.04], [-2.29, -0.20, -0.28], [-3.04, 0.65, 0.83], [-2.57, -0.16, 0.63], [-0.65, -2.18, 1.18], [-1.94, -2.22, 2.01], [-1.06, -2.58, 1.95], [-4.96, -3.53, 0.32], [-4.91, -2.16, 1.16], [-5.44, -2.77, 0.65]],
  "total_energy_ha": -801.91200,
  "smiles": "C[C@H](N)CS.O.O.O",
  "lumo_energy_ev": 0.19,
  "fmax_ev_per_a": 2.6,
  "orbital_gap_ev": 8.99,
  "e_homo_ha": -0.3233
}

***

No. 2
{
  "formula": "C32H82N6O10",
  "method": "the ωB97M-V functional and the def2-TZVPD basis",
  "elements": ["C", "C", "C", "O", "C", "N", "H", "H", "H", "H", "H", "H", "H", "H", "H", "H", "H", "C", "C", "C", "O", "C", "N", "H", "H", "H", "H", "H", "H", "H", "H", "H", "H", "H", "C", "O", "C", "C", "N", "C", "C", "O", "C", "H", "H", "H", "H", "H", "H", "H", "H", "H", "H", "H", "H", "H", "H", "H", "C", "O", "C", "C", "N", "C", "C", "O", "C", "H", "H", "H", "H", "H", "H", "H", "H", "H", "H", "H", "H", "H", "H", "H", "C", "O", "C", "C", "N", "C", "C", "O", "C", "H", "H", "H", "H", "H", "H", "H", "H", "H", "H", "H", "H", "H", "H", "H", "C", "O", "C", "C", "N", "C", "C", "O", "C", "H", "H", "H", "H", "H", "H", "H", "H", "H", "H", "H", "H", "H", "H", "H"],
  "coordinates": [[-8.10, 10.87, -1.60], [-9.09, 10.15, -2.52], [-9.32, 8.71, -2.01], [-8.09, 8.06, -1.75], [-8.24, 6.67, -1.71], [-10.36, 10.86, -2.60], [-8.10, 11.91, -1.93], [-7.13, 10.38, -1.62], [-8.35, 10.79, -0.54], [-8.57, 10.07, -3.48], [-9.85, 8.20, -2.82], [-9.97, 8.74, -1.13], [-8.93, 6.27, -2.46], [-8.70, 6.31, -0.78], [-7.34, 6.04, -1.75], [-10.71, 10.89, -1.65], [-11.00, 10.32, -3.16], [-9.18, 11.12, 3.47], [-9.08, 9.58, 3.36], [-8.08, 9.23, 2.28], [-7.85, 7.83, 2.13], [-9.01, 7.11, 1.74], [-8.64, 9.01, 4.65], [-9.95, 11.51, 4.10], [-9.20, 11.62, 2.49], [-8.15, 11.38, 3.77], [-10.12, 9.26, 3.25], [-7.08, 9.63, 2.49], [-8.38, 9.60, 1.29], [-8.69, 6.16, 1.32], [-9.56, 7.65, 0.97], [-9.65, 6.96, 2.61], [-7.66, 9.28, 4.76], [-8.51, 8.04, 4.34], [-16.04, 5.84, 3.03], [-15.43, 7.01, 2.50], [-14.04, 6.82, 2.32], [-13.33, 8.18, 2.22], [-12.33, 8.17, 1.14], [-12.81, 8.41, -0.22], [-13.27, 9.83, -0.47], [-12.21, 10.73, -0.23], [-12.57, 11.93, 0.44], [-15.69, 5.76, 4.07], [-15.67, 4.94, 2.53], [-17.11, 5.98, 2.99], [-13.91, 6.20, 1.43], [-13.49, 6.34, 3.15], [-12.80, 8.33, 3.16], [-14.09, 8.96, 2.04], [-11.63, 8.87, 1.37], [-13.65, 7.77, -0.49], [-11.91, 8.20, -0.80], [-14.16, 10.18, 0.07], [-13.70, 9.92, -1.48], [-11.67, 12.52, 0.58], [-13.23, 11.75, 1.29], [-13.17, 12.54, -0.26], [-14.47, 12.47, 11.61], [-14.71, 11.23, 12.23], [-13.56, 10.45, 12.35], [-13.85, 9.09, 11.66], [-12.70, 8.19, 11.59], [-11.51, 8.64, 10.91], [-11.65, 8.78, 9.39], [-10.39, 8.61, 8.78], [-10.52, 8.43, 7.38], [-13.98, 12.36, 10.64], [-13.91, 13.12, 12.28], [-15.39, 13.03, 11.42], [-13.23, 10.29, 13.38], [-12.70, 10.88, 11.82], [-14.19, 9.37, 10.66], [-14.57, 8.45, 12.16], [-12.91, 7.21, 11.53], [-10.64, 8.00, 11.10], [-11.13, 9.54, 11.40], [-12.19, 9.69, 9.11], [-12.24, 7.87, 9.19], [-11.21, 7.62, 7.13], [-9.52, 8.25, 7.01], [-10.96, 9.34, 6.96], [-13.43, 15.94, 1.73], [-13.32, 14.60, 2.24], [-12.55, 14.50, 3.41], [-12.16, 13.05, 3.64], [-13.19, 12.19, 4.24], [-12.70, 10.91, 4.72], [-13.80, 10.04, 5.31], [-13.23, 8.77, 5.52], [-14.17, 7.76, 5.84], [-13.89, 15.92, 0.76], [-12.46, 16.46, 1.66], [-13.94, 16.47, 2.54], [-13.10, 14.70, 4.34], [-11.64, 15.09, 3.30], [-11.44, 13.09, 4.48], [-11.72, 12.50, 2.81], [-13.74, 12.69, 4.92], [-11.91, 11.05, 5.46], [-12.36, 10.37, 3.84], [-14.62, 9.88, 4.59], [-14.19, 10.51, 6.23], [-14.81, 7.95, 6.69], [-13.60, 6.86, 6.08], [-14.70, 7.50, 4.92], [-4.67, 11.92, 1.11], [-4.53, 13.21, 1.66], [-3.56, 13.34, 2.65], [-4.09, 12.94, 4.06], [-4.12, 11.52, 4.32], [-4.48, 11.18, 5.70], [-4.41, 9.64, 5.86], [-5.45, 9.13, 5.06], [-5.44, 7.71, 4.99], [-3.70, 11.45, 0.92], [-5.20, 11.96, 0.16], [-5.25, 11.30, 1.80], [-3.27, 14.38, 2.79], [-2.60, 12.84, 2.49], [-5.06, 13.47, 4.10], [-3.56, 13.46, 4.86], [-4.73, 10.98, 3.72], [-5.51, 11.49, 5.91], [-3.66, 11.56, 6.32], [-4.36, 9.36, 6.91], [-3.43, 9.38, 5.44], [-4.42, 7.33, 4.83], [-6.05, 7.40, 4.14], [-5.87, 7.26, 5.88]],
  "total_energy_ha": -2349.04771,
  "smiles": "COC[C@H](C)N.COC[C@H](C)N.COCCNCCOC.COCCNCCOC.COCCNCCOC.COCCNCCOC",
  "lumo_energy_ev": 0.55,
  "fmax_ev_per_a": 2.6,
  "orbital_gap_ev": 8.93,
  "e_homo_ha": -0.3079
}

***

No. 3
{
  "formula": "C5H4",
  "method": "the ωB97M-V functional and the def2-TZVPD basis",
  "elements": ["C", "C", "C", "C", "C", "H", "H", "H", "H"],
  "coordinates": [[-1.32, 0.09, -0.03], [0.91, 0.58, -0.09], [0.82, -0.88, 0.06], [-0.10, -0.27, -0.88], [-0.09, -0.02, 0.84], [-1.75, 1.20, -0.07], [-2.05, -0.71, -0.01], [2.48, 1.46, 0.24], [1.44, -1.70, 0.14]],
  "total_energy_ha": -192.42865,
  "lumo_energy_ev": [-0.82, -2.67],
  "multiplicity": 3,
  "fmax_ev_per_a": 5.2,
  "orbital_gap_ev": [5.78, 7.13],
  "s_squared": 2.01,
  "e_homo_ha": [-0.2425, -0.3603]
}

***

No. 4
{
  "formula": "C53H42FeN3O4P2S",
  "method": "the ωB97M-V functional and the def2-TZVPD basis",
  "elements": ["Fe", "O", "S", "C", "C", "C", "C", "C", "C", "C", "C", "C", "C", "P", "C", "C", "C", "C", "C", "C", "C", "C", "C", "C", "C", "C", "C", "C", "C", "C", "C", "C", "C", "C", "C", "C", "C", "C", "P", "C", "C", "C", "C", "C", "C", "C", "C", "C", "C", "C", "C", "C", "C", "H", "H", "H", "H", "H", "H", "H", "H", "H", "H", "H", "H", "H", "H", "H", "H", "H", "H", "H", "H", "H", "H", "H", "H", "H", "H", "H", "H", "H", "H", "H", "H", "H", "H", "H", "H", "O", "N", "O", "O", "N", "C", "C", "C", "C", "C", "N", "H", "H", "H", "H", "H", "H"],
  "coordinates": [[-0.90, 1.33, -0.74], [-1.76, 1.16, 1.46], [-0.38, 0.59, 1.75], [0.57, 1.70, 2.68], [0.06, 2.33, 3.80], [0.89, 3.08, 4.65], [2.23, 3.12, 4.38], [3.39, 3.76, 5.11], [4.65, 3.39, 4.28], [4.11, 2.66, 3.07], [4.72, 2.16, 1.96], [3.91, 1.60, 0.94], [2.54, 1.47, 1.04], [1.70, 1.04, -0.55], [2.16, -0.69, -0.83], [2.12, -1.56, 0.27], [2.37, -2.91, 0.11], [2.66, -3.42, -1.15], [2.70, -2.57, -2.25], [2.44, -1.22, -2.09], [2.55, 2.07, -1.78], [1.97, 3.31, -2.08], [2.60, 4.18, -2.96], [3.80, 3.82, -3.56], [4.38, 2.59, -3.26], [3.76, 1.72, -2.38], [1.92, 1.86, 2.26], [2.72, 2.51, 3.20], [-0.53, -0.86, 2.72], [-0.12, -0.89, 4.04], [-0.11, -2.08, 4.79], [-0.45, -3.25, 4.17], [-0.47, -4.67, 4.68], [-0.87, -5.52, 3.45], [-1.09, -4.52, 2.34], [-1.45, -4.69, 1.03], [-1.61, -3.54, 0.23], [-1.39, -2.25, 0.68], [-1.98, -0.94, -0.44], [-1.97, -1.69, -2.08], [-0.76, -2.18, -2.58], [-0.71, -2.73, -3.85], [-1.85, -2.78, -4.64], [-3.05, -2.29, -4.15], [-3.12, -1.75, -2.87], [-3.71, -0.68, 0.00], [-4.33, 0.51, -0.36], [-5.67, 0.72, -0.08], [-6.40, -0.27, 0.58], [-5.78, -1.45, 0.95], [-4.44, -1.66, 0.67], [-0.93, -2.06, 2.03], [-0.83, -3.22, 2.81], [-1.00, 2.22, 4.03], [0.47, 3.57, 5.52], [3.45, 3.39, 6.14], [3.25, 4.84, 5.17], [5.33, 2.75, 4.84], [5.22, 4.28, 3.99], [5.79, 2.21, 1.81], [4.41, 1.30, 0.03], [1.92, -1.17, 1.26], [2.34, -3.57, 0.97], [2.88, -4.48, -1.27], [2.94, -2.97, -3.23], [2.45, -0.58, -2.97], [1.04, 3.61, -1.61], [2.15, 5.14, -3.18], [4.29, 4.50, -4.24], [5.32, 2.31, -3.72], [4.24, 0.78, -2.15], [0.21, 0.02, 4.51], [0.19, -2.05, 5.83], [-1.18, -4.77, 5.49], [0.50, -4.95, 5.07], [-1.78, -6.10, 3.63], [-0.10, -6.24, 3.18], [-1.65, -5.66, 0.61], [-1.95, -3.68, -0.78], [0.12, -2.16, -1.96], [0.23, -3.13, -4.22], [-1.81, -3.21, -5.63], [-3.95, -2.33, -4.76], [-4.06, -1.38, -2.49], [-3.78, 1.28, -0.87], [-6.15, 1.65, -0.36], [-7.44, -0.10, 0.81], [-6.35, -2.22, 1.47], [-3.97, -2.59, 0.97], [-1.56, 4.68, 0.79], [-1.28, 3.67, 0.24], [-2.07, 3.05, -0.56], [-0.16, 3.08, 0.37], [-3.12, 2.68, -3.02], [-2.09, 2.00, -3.57], [-2.07, 1.84, -4.98], [-1.04, 1.18, -5.57], [-0.01, 0.64, -4.79], [-0.11, 0.80, -3.44], [-1.11, 1.46, -2.80], [-3.75, 3.14, -3.65], [-3.01, 3.12, -2.12], [-2.87, 2.28, -5.56], [-1.02, 1.08, -6.65], [0.82, 0.11, -5.22], [0.64, 0.36, -2.80]],
  "total_energy_ha": -4854.16422,
  "lumo_energy_ev": [-4.95, -6.92],
  "total_charge": 2,
  "multiplicity": 6,
  "fmax_ev_per_a": 1.1,
  "orbital_gap_ev": [7.85, 5.94],
  "s_squared": 8.77,
  "e_homo_ha": [-0.4707, -0.4723]
}

***

No. 5
{
  "formula": "C15H11ClF3N3O4S",
  "method": "the ωB97M-V functional and the def2-TZVPD basis",
  "elements": ["O", "O", "O", "F", "F", "F", "Cl", "N", "O", "C", "C", "C", "C", "C", "C", "C", "C", "C", "C", "C", "C", "N", "N", "C", "C", "C", "S", "H", "H", "H", "H", "H", "H", "H", "H", "H", "H", "H"],
  "coordinates": [[-4.48, -0.84, 1.70], [0.80, 2.49, -0.18], [2.73, 1.19, 0.44], [0.02, -4.96, -4.71], [1.28, -2.50, -5.24], [0.13, -3.82, -0.07], [0.60, 1.97, 5.69], [-1.32, -0.19, 2.96], [-3.83, 0.61, 0.08], [-3.64, -0.48, 0.88], [-0.92, 0.34, 4.12], [-0.63, 0.07, 1.85], [0.15, -4.40, -2.37], [1.32, -1.94, -2.95], [0.94, 1.47, 3.02], [0.38, -4.09, -3.70], [0.99, -2.85, -3.98], [0.44, -3.52, -1.35], [0.18, 1.17, 4.18], [1.02, -2.26, -1.63], [0.48, 0.84, 1.89], [-1.08, -0.56, 0.69], [0.75, 0.00, -0.65], [-2.36, -1.33, 0.70], [1.43, -1.29, -0.55], [-0.69, 0.01, -0.62], [1.28, 1.22, 0.33], [-4.67, 0.97, 0.41], [-1.51, 0.14, 5.03], [-0.34, -5.34, -2.08], [1.77, -1.01, -3.22], [1.78, 2.15, 3.07], [-2.31, -2.07, 1.51], [-2.50, -1.86, -0.26], [2.49, -1.09, -0.67], [1.30, -1.72, 0.42], [-1.06, -0.67, -1.43], [-1.13, 0.96, -0.76]],
  "total_energy_ha": -2201.39512,
  "smiles": "O=C(O)CN1CN(Cc2cc(F)c(F)cc2F)S(=O)(=O)c2cc(Cl)cnc21",
  "lumo_energy_ev": -0.18,
  "fmax_ev_per_a": 3.7,
  "orbital_gap_ev": 8.90,
  "e_homo_ha": -0.3335
}

***

No. 6
{
  "formula": "C4H22O10",
  "method": "the ωB97M-V functional and the def2-TZVPD basis",
  "elements": ["O", "C", "O", "C", "C", "C", "O", "H", "H", "H", "H", "H", "H", "H", "H", "H", "H", "O", "H", "H", "O", "H", "H", "O", "H", "H", "O", "H", "H", "O", "H", "H", "O", "H", "H", "O"],
  "coordinates": [[-0.96, 2.22, -0.87], [-0.33, 1.22, -1.06], [1.05, 1.31, -1.09], [-0.73, -0.13, -1.55], [-2.25, -0.27, -1.30], [-2.82, -1.57, -1.87], [-2.50, -0.29, 0.12], [1.39, 2.15, -0.77], [-0.21, -0.81, -0.92], [-0.51, -0.32, -2.58], [-2.78, 0.59, -1.70], [-2.03, -2.18, -2.30], [-3.56, -1.34, -2.63], [-3.14, -2.26, -1.10], [-2.55, 0.63, 0.44], [1.55, 1.03, 2.16], [0.54, 1.08, 3.32], [0.76, 1.50, 2.48], [-2.01, 2.83, 1.89], [-0.85, 1.79, 1.76], [-1.82, 1.90, 1.76], [-1.48, -1.34, 1.43], [-0.99, -0.23, 2.34], [-0.91, -1.18, 2.20], [1.80, -1.96, 0.81], [0.71, -1.28, 1.84], [1.66, -1.37, 1.56], [1.61, -2.14, -1.38], [1.16, -2.89, -2.73], [0.96, -2.70, -1.82], [2.81, -0.07, 1.55], [4.16, 0.56, 1.43], [3.24, 0.83, 1.43], [3.62, -0.82, -1.89], [2.53, -0.17, -0.88], [3.01, -0.96, -1.17]],
  "total_energy_ha": -918.03820,
  "smiles": "C[C@@H](O)CC(=O)O.O.O.O.O.O.O.O",
  "lumo_energy_ev": 0.33,
  "fmax_ev_per_a": 3.3,
  "orbital_gap_ev": 10.68,
  "e_homo_ha": -0.3806
}

***

No. 7
{
  "formula": "C19H27FFeNP",
  "method": "the ωB97M-V functional and the def2-TZVPD basis",
  "elements": ["C", "C", "C", "C", "C", "C", "C", "C", "N", "Fe", "C", "P", "H", "H", "H", "H", "H", "H", "H", "H", "C", "C", "H", "C", "C", "H", "H", "H", "H", "H", "H", "H", "H", "H", "H", "H", "H", "H", "H", "F", "C", "C", "C", "C", "C", "C", "H", "H", "H", "H"],
  "coordinates": [[-2.92, 0.21, -3.97], [-2.63, -1.03, -3.37], [-1.79, -1.13, -2.23], [-1.29, 0.05, -1.67], [-1.57, 1.28, -2.29], [-2.39, 1.38, -3.42], [-1.60, -2.52, -1.67], [-0.20, -3.18, -1.46], [0.99, -2.41, -1.51], [-0.45, 0.56, 0.24], [-0.90, 2.53, -1.73], [0.72, 2.02, -0.96], [-3.03, -1.94, -3.82], [-2.55, 2.36, -3.89], [-3.50, 0.26, -4.89], [-1.52, 3.04, -0.96], [-0.63, 3.25, -2.52], [-2.08, -2.58, -0.68], [-2.14, -3.23, -2.31], [-0.24, -3.63, -0.48], [1.39, 3.37, 0.02], [1.82, 1.84, -2.38], [-0.10, -3.98, -2.20], [1.40, -1.78, -2.73], [2.03, -2.63, -0.52], [0.04, 1.51, 1.56], [1.84, -2.51, -3.42], [0.57, -1.28, -3.21], [2.15, -1.02, -2.52], [2.74, -3.42, -0.80], [2.57, -1.70, -0.36], [1.59, -2.90, 0.43], [1.93, 2.85, -2.79], [2.81, 1.43, -2.12], [1.37, 1.18, -3.13], [1.48, 4.24, -0.65], [0.68, 3.56, 0.84], [2.37, 3.08, 0.44], [0.63, 1.04, 1.36], [-2.78, -3.54, 4.10], [-2.14, -2.76, 3.17], [-0.76, -2.70, 3.14], [-0.12, -1.83, 2.24], [-0.87, -1.05, 1.35], [-2.26, -1.13, 1.40], [-2.93, -1.96, 2.33], [-0.18, -3.28, 3.87], [0.96, -1.71, 2.27], [-2.86, -0.47, 0.76], [-4.01, -1.94, 2.42]],
  "total_energy_ha": -2499.66319,
  "lumo_energy_ev": [0.32, -0.03],
  "multiplicity": 5,
  "fmax_ev_per_a": 3.9,
  "orbital_gap_ev": [6.68, 7.33],
  "s_squared": 6.03,
  "e_homo_ha": [-0.2336, -0.2705]
}

***

No. 8
{
  "formula": "C6H9BrFN2",
  "method": "the ωB97M-V functional and the def2-TZVPD basis",
  "elements": ["C", "C", "C", "C", "C", "C", "N", "N", "F", "Br", "H", "H", "H", "H", "H", "H", "H", "H", "H"],
  "coordinates": [[-2.33, 1.25, 0.46], [-2.60, 0.09, -0.18], [-0.45, 0.20, -0.07], [1.73, -0.47, 1.20], [1.62, -0.71, -1.40], [1.24, 0.07, -0.15], [-0.95, 1.34, 0.49], [-1.39, -0.58, -0.49], [1.68, 1.44, -0.31], [-4.26, -0.81, -0.48], [-2.98, 2.00, 0.78], [1.95, -1.48, 1.15], [0.94, -0.35, 1.98], [2.62, -0.01, 1.62], [0.84, -0.65, -2.14], [1.76, -1.64, -0.94], [2.51, -0.25, -1.67], [-0.45, 2.10, 0.93], [-1.47, -1.55, -0.79]],
  "total_energy_ha": -3017.15017,
  "smiles": "CC(C)(F)c1[nH]cc(Br)[nH+]1",
  "lumo_energy_ev": -3.24,
  "total_charge": 1,
  "fmax_ev_per_a": 5.9,
  "orbital_gap_ev": 10.54,
  "e_homo_ha": -0.5066
}